# 1
Formula: C25H28FeN
Source: the OMol25 dataset
Level of theory: wB97M-V/def2-TZVPD

**2S+1**: 5
**Charge**: -1
**Kohn-Sham gap (alpha / beta)**: 1.98 / 6.69 eV
**⟨S²⟩**: 6.09
**ΔE to the lowest compared entry with this formula, charge and spin**: 360.5 kJ/mol

The geometry in XYZ format:
```
55
Properties=species:S:1:pos:R:3:forces:R:3
C 0.3829 -2.9184 3.7645 1.1 0.4 -0.7
C -2.5338 2.7524 -3.0646 1.1 -0.7 -1.2
H 3.9440 -1.4389 2.9623 -0.8 -0.5 0.0
H -3.7950 0.1004 -4.8001 0.1 0.1 0.3
H 5.7157 1.3787 0.6371 -0.1 0.0 -0.2
H 4.2107 -0.9985 0.5789 -0.3 0.8 0.3
C -1.8263 0.6313 -3.7950 -0.1 1.7 -0.4
H 0.4581 -1.7982 -0.8889 -0.1 -0.5 -0.2
C 4.0455 0.0406 0.9700 -0.4 0.3 0.7
H -1.4206 -1.6719 1.7723 0.9 0.5 0.1
C 2.8106 -2.9991 3.9822 0.0 0.7 -0.5
H -0.5970 -3.2959 4.0302 0.0 0.0 0.1
C 1.5545 -3.5205 4.2956 -0.5 0.3 -0.5
H -0.9870 -0.3648 2.9147 0.0 -0.6 -0.2
H -0.8753 -1.8982 -2.0788 0.0 -0.3 0.0
H 3.7678 2.6529 -1.0092 0.0 0.1 0.0
C -2.4428 -0.0906 -0.6477 -2.0 1.1 0.6
C -1.0990 -0.5467 -0.4762 1.9 2.6 -1.8
H -3.2982 -1.7556 -1.8952 -0.2 0.3 -0.1
C -0.6306 -1.8407 -1.0113 0.6 0.4 0.0
C 3.8287 2.3135 0.0277 -0.2 -0.1 0.0
H 4.1924 3.1484 0.6338 -0.1 -0.1 -0.1
H -4.6106 2.5762 -3.9622 0.0 -0.1 0.3
H -5.1231 2.0781 -0.6693 0.5 -0.1 -0.2
H -0.1414 0.8173 1.0006 0.3 -0.3 0.6
C -3.6556 2.1165 -3.7458 1.2 -0.4 -1.5
H 5.0030 0.7080 -0.8425 0.0 0.1 0.1
Fe -3.0331 0.9975 -2.2439 0.6 0.5 -0.2
C 2.4454 1.8586 0.5251 -0.3 -0.2 0.4
H 1.6533 1.9927 -0.2400 0.3 -0.2 0.1
H -1.0136 -2.7163 -0.4872 -0.1 -0.1 0.0
N 2.5954 0.4320 0.9041 1.8 0.1 -0.1
C -3.2197 0.7976 -4.1970 0.9 1.6 -1.3
H 2.1502 2.4924 1.3888 0.0 -0.5 -0.2
H -0.3012 0.3242 -0.5330 -2.2 -2.1 -1.4
C -0.5585 -1.0667 2.1612 -0.5 0.4 0.9
C -3.4602 -0.7638 -1.4863 -0.4 0.1 1.9
C 4.7726 1.1142 0.1488 0.0 -0.5 -0.2
C -4.6358 0.0500 -1.5391 -1.2 -0.9 2.7
C -3.0342 1.2678 -0.3145 0.4 -2.4 1.6
H -1.1782 -0.1944 -4.0611 -0.2 0.0 0.3
H -2.4980 3.7734 -2.7006 -0.1 -0.3 0.2
H 3.7200 -3.4612 4.3735 -0.3 0.2 0.1
H 4.4540 0.1081 2.0234 -0.6 -0.2 -0.9
C 1.7951 -1.4332 2.4262 0.4 0.4 0.3
C -4.3724 1.3024 -0.8283 -0.9 -1.7 0.2
C 1.6089 -0.3551 1.4262 -1.5 0.0 0.0
C 0.2199 -0.1865 1.2249 1.2 1.0 1.9
H -5.5883 -0.2612 -1.9605 0.3 0.3 -0.1
C -1.4082 1.8381 -3.0949 -0.1 0.9 -2.7
H 1.4813 -4.4058 4.9309 0.0 0.3 -0.1
H -0.3988 2.0610 -2.7614 -0.3 -0.2 0.2
C 2.9499 -1.8875 3.1143 -0.4 -0.8 -0.1
C 0.5135 -1.8706 2.8241 0.3 -1.6 1.1
H -2.5369 2.0159 0.2936 -0.2 0.0 -0.3
```
Forces are in eV/Å.

***

# 2
Formula: C25H28N2O2S
Source: the OMol25 dataset
Level of theory: wB97M-V/def2-TZVPD

**Kohn-Sham gap**: 6.62 eV
**ΔE to the lowest compared entry with this formula, charge and spin**: 0.0 kJ/mol

The geometry in XYZ format:
```
58
Properties=species:S:1:pos:R:3:forces:R:3
C 1.2748 2.6208 1.6585 1.9 0.0 -0.4
H -6.1656 -2.5989 3.7977 -0.2 0.2 0.0
S -1.5627 2.8275 -1.9684 0.3 -0.2 0.8
H 3.6883 2.3735 3.5682 0.2 -0.4 0.0
C -0.5070 2.7720 -0.6519 0.4 -0.2 0.2
H 6.7747 -1.2539 4.6605 -0.2 -0.1 -0.1
O 0.0067 4.3989 2.4886 0.3 -0.7 -1.3
C 1.5223 1.8867 0.4362 1.7 -2.2 -0.4
H -1.6492 -1.3767 3.7441 0.4 -0.4 0.0
C 1.3106 1.7104 -2.9494 0.2 0.1 -0.1
H 1.5017 0.9835 -3.7469 0.0 0.1 0.1
C 3.6858 1.2765 3.5806 -0.9 0.5 -0.2
H -5.8882 1.1488 3.7816 0.1 0.0 0.0
C 3.6661 -1.4845 3.6717 0.6 0.3 0.2
N 0.5213 1.8452 -0.5552 -0.3 0.4 -0.9
C 1.1995 1.3539 3.3564 -0.3 3.8 -0.9
H 1.2188 2.4109 3.7602 -0.4 -1.7 0.4
C 0.2442 3.6242 1.5457 -1.6 1.1 2.0
O 2.5388 1.1879 0.2911 -1.3 1.0 -0.1
C -4.9553 0.5942 3.7497 0.0 -0.2 0.0
C -2.5660 -0.8305 3.7191 -1.3 1.2 -0.3
C 2.4654 -0.7887 3.6034 0.0 0.8 -0.4
H 6.8386 -1.2928 2.9071 -0.2 -0.1 0.1
C -4.9972 -0.8032 3.7639 -0.3 0.5 0.1
H -3.8146 -2.5783 3.8107 0.0 0.0 0.0
C 2.4296 0.6290 3.5010 1.8 -1.6 0.1
H -1.2913 5.4199 -1.7243 0.1 0.1 0.4
C -1.3372 5.7954 -0.6935 0.1 0.3 -0.1
C 0.6960 0.9852 -1.7639 -0.6 -0.2 0.3
C -1.6713 4.6848 0.2815 -0.4 -0.7 0.1
H -0.0646 -0.2965 2.7188 0.1 0.7 0.8
N -0.5908 3.6576 0.4055 -0.3 0.3 -0.3
H 6.0456 -2.6219 3.7993 0.1 0.1 0.0
C 4.8723 0.5823 3.6349 0.3 -0.2 0.3
H 0.6244 2.4713 -3.3449 0.3 -0.3 0.2
C 6.2040 -1.5431 3.7684 0.4 -0.1 0.0
H -1.3165 2.3839 3.6929 0.3 -0.7 0.3
H -0.3907 6.2725 -0.4386 0.0 0.1 0.0
H -2.1285 6.5546 -0.6482 0.2 -0.1 0.0
H 5.8204 1.1240 3.6695 -0.3 -0.1 0.0
H 1.2670 0.0875 -1.4812 -0.3 0.5 0.0
H -3.7251 2.3638 3.6845 -0.1 -0.5 0.0
H 1.5335 -1.3351 3.6310 0.0 -0.1 -0.1
H 2.2576 2.1808 -2.6834 0.0 0.0 0.0
H -2.5055 4.1086 -0.1715 0.2 0.5 0.7
H -6.9219 -1.2322 4.6789 0.3 -0.1 -0.2
C -1.2643 1.2860 3.5382 1.8 0.3 -0.4
C 4.9036 -0.8213 3.6934 -1.0 0.6 -0.2
H -6.9115 -1.2400 2.9181 0.1 -0.2 0.2
H -0.3524 0.7574 -2.0439 0.8 -0.4 0.2
C -2.5233 0.5940 3.6314 -0.7 -2.0 0.1
C -3.8016 -1.4943 3.7619 1.2 0.0 0.0
C -3.7515 1.2649 3.7007 0.5 0.8 -0.2
H 3.6748 -2.5646 3.7387 -0.2 -0.1 0.0
C -6.3195 -1.5155 3.8012 -0.2 0.0 -0.1
H 2.2307 3.0270 2.0882 -1.1 -0.3 -0.7
C -0.0505 0.6964 3.2236 -2.7 -0.2 -0.1
H -1.9217 5.0625 1.2823 0.3 -0.3 -0.4
```
Forces are in eV/Å.

***

# 3
Formula: C25H28N3O2
Source: the OMol25 dataset
Level of theory: wB97M-V/def2-TZVPD

**Charge**: +1
**Kohn-Sham gap**: 8.60 eV
**ΔE to the lowest compared entry with this formula, charge and spin**: 38.1 kJ/mol

The geometry in XYZ format:
```
58
Properties=species:S:1:pos:R:3:forces:R:3
H -6.8352 0.7185 2.8775 0.3 0.1 -0.2
H -0.7264 2.0923 2.0882 -0.4 -0.2 -0.2
C 1.2150 -3.4035 -3.7597 -0.9 -0.6 1.2
C -2.8381 2.2214 2.1527 -0.7 -0.4 0.3
H 2.5925 -1.5091 -2.4299 -0.5 0.1 0.3
C -1.6524 1.5987 1.8023 0.2 0.0 -0.8
H 0.2408 2.2899 -3.1690 -0.1 0.0 0.3
H 2.2404 1.0203 -1.3866 -0.4 -0.3 -0.2
H 5.9073 1.0869 3.0437 -0.1 0.0 -0.3
C -1.6341 0.4017 1.0558 0.4 -0.3 0.6
O -5.2487 1.9582 2.3222 0.2 -1.0 -0.4
H 1.8834 -2.9331 -4.4772 -0.2 -0.2 0.2
H 0.1883 -0.6516 -2.9397 0.1 0.0 0.2
C 0.9454 0.5404 0.8165 0.2 0.5 0.8
H 4.4462 -0.7479 3.0539 0.0 0.0 -0.1
C -4.0019 0.1696 1.4807 0.7 1.1 0.2
C 0.3840 1.9012 -2.1532 0.0 0.5 -0.3
H 1.9720 -1.9326 -0.8147 -0.2 0.2 -0.5
H 2.0111 0.8264 -3.1255 -0.1 -0.1 0.2
C -0.9075 1.2157 -1.6992 -0.1 -0.7 -0.1
H 1.8418 -1.3500 1.4521 -0.1 0.4 -0.2
H -2.8057 -1.3984 0.5998 0.0 0.3 0.0
H -1.2105 -0.8026 -1.2459 0.0 0.0 -0.1
N 0.4605 -4.4776 -3.9368 0.3 0.5 0.1
C -4.0177 1.4957 1.9786 0.2 -0.3 -0.2
C 0.1733 -3.7569 -1.8219 -0.3 -0.7 -0.6
C 3.1935 0.3030 1.6524 -0.3 1.0 -0.4
H 0.2863 2.5932 0.5169 0.5 -0.3 0.0
N -0.4636 -0.1421 -1.0339 -0.3 0.6 -3.3
C 4.4962 -0.2922 2.0622 0.2 -0.5 0.3
C 1.9715 -0.2678 1.3189 0.5 0.1 0.1
C 1.4835 0.8349 -2.1652 0.3 0.3 0.1
H -0.8827 -5.5484 -2.6024 0.2 0.1 -0.2
C 0.7414 -0.4775 -2.0077 0.1 -0.3 -0.1
C -0.1956 -4.7248 -2.7472 0.8 1.3 0.2
O 4.6529 2.1125 1.7397 -0.6 -0.9 0.2
C 3.3788 1.6948 1.5199 -0.2 -0.3 -0.3
C 1.6698 -1.7141 -1.8535 -0.6 -0.7 -0.2
H -6.8455 1.2428 1.1748 0.2 0.1 0.3
H 0.6393 2.7451 -1.5068 0.0 -0.2 -0.3
H -1.4870 0.8881 -2.5779 0.1 0.2 0.4
C 5.4440 0.9089 2.0660 0.4 0.7 0.0
H -0.0938 -3.6331 -0.7773 0.1 0.0 -0.2
C -0.3242 -0.1328 0.3948 -0.3 0.1 3.1
C 2.3227 2.5351 1.1352 0.7 -0.1 0.2
H -5.4913 -1.1199 2.3451 0.1 0.0 -0.2
C -5.3951 -0.3481 1.5731 -0.4 -0.5 0.2
C -2.8078 -0.3811 1.0064 -0.4 0.7 -0.1
N 1.0671 -2.9277 -2.4628 0.4 0.5 0.2
H 6.2273 0.8260 1.3028 -0.2 0.1 0.2
H -1.5748 1.7988 -1.0471 0.4 -0.4 0.0
H -2.8563 3.2131 2.5954 0.0 -0.2 0.1
H 2.4676 3.6162 1.1112 -0.1 -0.3 -0.1
C -6.2076 0.8850 1.9939 -0.2 0.6 -0.1
H -5.7423 -0.7652 0.6262 -0.1 0.0 0.1
C 1.1196 1.9419 0.7949 -0.1 -0.3 -0.1
H 4.8328 -1.0616 1.3642 0.0 0.0 0.1
H -0.2504 -1.1767 0.7232 0.1 0.0 -0.3
```
Forces are in eV/Å.

***

# 4
Formula: C25H28N4O4PTi
Source: the OMol25 dataset
Level of theory: wB97M-V/def2-TZVPD

**2S+1**: 2
**Charge**: +2
**Kohn-Sham gap (alpha / beta)**: 8.24 / 7.84 eV
**⟨S²⟩**: 0.75
**ΔE to the lowest compared entry with this formula, charge and spin**: 239.0 kJ/mol

The geometry in XYZ format:
```
63
Properties=species:S:1:pos:R:3:forces:R:3
H 0.4587 1.7039 2.1143 -0.1 -0.2 -0.4
H 2.4860 -6.6838 1.2225 0.0 -0.1 0.0
C 1.0264 5.0672 2.1203 -0.1 -0.3 0.0
H 0.2434 1.3526 0.5029 0.1 0.0 0.4
H -1.1602 5.8259 0.7245 -0.1 0.0 0.1
H 0.4459 -2.4453 -3.3951 -0.1 -0.1 0.0
C -1.2369 4.8167 1.1401 0.0 -0.1 -0.5
H -1.4748 4.2046 -0.8999 0.1 0.0 0.0
O -1.8083 -0.6819 1.7884 -3.1 -0.5 0.7
C -1.5382 1.6587 1.4912 -0.8 -0.3 -0.4
H 2.7971 5.2229 3.1235 -0.1 0.0 0.0
C -1.9158 2.4871 0.2629 0.2 0.2 0.1
H -0.5928 4.4231 3.1192 0.2 0.1 -0.1
H -1.4419 -0.8240 -2.8360 0.0 0.1 0.0
H -1.8073 1.8413 -0.6151 -0.1 0.0 0.0
H 0.4553 -4.4378 -1.7950 0.0 0.0 0.0
C -2.0363 -1.3493 -2.1003 0.2 -0.1 0.1
C 2.1786 -4.6184 1.6758 0.0 0.1 0.0
C -2.4666 0.3856 1.4871 -1.2 2.4 -0.4
H -1.6969 -3.2784 0.6928 -0.3 0.1 -0.2
C 1.0249 -3.3381 -0.0389 0.1 0.1 0.2
C -2.1944 -2.7311 -0.1167 0.2 -0.2 -0.3
H 2.4664 5.8890 0.9414 0.0 0.0 0.0
H 0.9279 5.7623 0.1986 0.0 -0.1 0.1
H 3.8290 -0.1675 -4.6517 0.1 0.0 -0.1
O 0.5917 -2.1756 2.9768 0.6 -0.9 1.2
C -3.4206 -1.3329 -2.1808 -0.1 0.0 0.0
C 0.9453 -4.4774 -0.8316 0.0 0.1 0.2
N 1.5237 5.5350 0.9785 -0.1 0.1 0.0
H -0.0492 3.5230 -0.1201 0.1 0.1 -0.1
C 1.4598 -5.6784 -0.3649 0.0 0.0 0.0
C 2.1219 -1.3581 -4.1626 0.0 0.0 -0.1
C -1.1034 3.7647 0.0272 -0.3 -0.1 0.2
H -5.2582 -1.9153 -1.2581 -0.1 -0.1 -0.1
H -2.9769 2.7292 0.3418 0.0 -0.1 0.0
P 0.2841 -1.7338 -0.5363 -0.2 -0.8 -1.3
O 1.7821 -1.0368 1.5733 2.6 -0.7 0.5
C -3.5719 -2.6967 -0.2029 0.0 -0.1 0.0
N -0.1299 1.1962 1.4466 0.3 0.6 0.0
H 1.3527 -6.5746 -0.9565 0.1 0.0 -0.1
H -3.9082 -0.8055 -2.9852 0.0 0.1 -0.1
C 2.0838 -5.7460 0.8716 0.0 0.1 0.1
C 3.1321 -0.4533 -3.8808 0.0 0.0 0.1
H -2.2219 4.7308 1.5969 0.0 0.2 0.1
O -3.6266 0.4675 1.2041 0.3 -0.1 0.2
H 2.4593 0.1145 -0.6050 0.1 0.0 -0.1
H -1.7378 2.2010 2.4258 0.1 -0.2 -0.2
H -4.1765 -3.2113 0.5273 0.0 0.0 0.1
H 2.6650 -4.6678 2.6395 0.0 0.0 0.1
C 1.4742 -2.2009 2.0452 1.6 -0.9 -0.2
H 4.0582 0.7737 -2.3975 0.1 0.1 0.0
H 2.0406 -1.7755 -5.1526 0.0 -0.1 -0.1
H 1.5001 4.6623 4.0797 -0.1 0.0 -0.1
C 1.2282 -1.7339 -3.1759 0.0 0.1 0.1
Ti -0.1001 -0.9543 1.7424 -0.3 1.5 -0.1
N 1.8419 4.9026 3.1635 0.2 0.1 0.1
N -0.2426 4.6660 2.2031 0.0 0.1 0.4
C 2.3645 -0.2736 -1.6154 -0.2 -0.1 0.1
C -4.1829 -1.9778 -1.2230 0.1 -0.1 0.0
C 1.3504 -1.1866 -1.9020 -0.3 0.2 0.4
C 3.2561 0.0850 -2.6099 0.1 0.1 0.0
C 1.6432 -3.4205 1.2279 0.1 -0.3 -0.5
C -1.4216 -2.0502 -1.0668 0.2 0.0 0.1
```
Forces are in eV/Å.